No. 1
{"formula": "C6H8S2", "method": "the ωB97M-V functional and the def2-TZVPD basis", "charge": 0, "gap_ev": 8.71, "e_above_lowest_kj_mol": 150.43, "elements": ["C", "C", "C", "C", "C", "C", "H", "H", "H", "H", "H", "H", "H", "H", "S", "S"], "xyz": [[0.06875, -0.64288, 0.07082], [-0.99647, -1.25674, -0.85031], [-2.15912, -0.30643, -0.53076], [-1.54497, 0.59170, 0.53301], [-0.67538, -0.40733, 1.36837], [-0.12756, 0.80598, -0.09235], [1.64277, -2.33069, 0.71205], [-0.77557, -1.29054, -1.91128], [-1.22999, -2.28487, -0.50793], [-2.43397, 0.29757, -1.41367], [-3.09678, -0.81921, -0.16655], [-2.15293, 1.37020, 0.94814], [-1.08272, -1.32341, 1.79938], [-0.01394, 0.11221, 2.12731], [1.77719, -1.21254, -0.06456], [0.83228, 2.06023, -0.22170]], "atomic_forces_ev_per_a": [[1.52, -0.91, -1.33], [-0.57, -0.91, 0.73], [-1.83, 0.01, -0.22], [1.34, -0.80, -0.53], [0.38, 0.25, 1.93], [-1.33, 1.21, 0.56], [-0.06, 0.51, -0.44], [0.41, 0.08, 0.02], [0.23, 0.43, -0.27], [-0.02, -0.27, 0.35], [0.99, 0.43, -0.37], [0.03, 0.43, 0.25], [-0.45, 0.13, 0.00], [-0.85, -0.59, -0.86], [-0.21, -0.54, 0.58], [0.40, 0.53, -0.40]]}



No. 2
{"formula": "C34H54N4P2PbSi2", "method": "the ωB97M-V functional and the def2-TZVPD basis", "charge": 2, "gap_ev": [3.48, 2.94], "elements": ["Pb", "C", "C", "C", "C", "C", "C", "C", "C", "C", "H", "H", "H", "H", "H", "H", "H", "H", "H", "H", "H", "H", "H", "H", "H", "P", "P", "N", "N", "N", "N", "C", "C", "C", "C", "C", "C", "C", "C", "C", "C", "C", "C", "C", "C", "C", "C", "C", "C", "H", "H", "H", "H", "H", "H", "H", "H", "H", "H", "H", "H", "H", "H", "H", "H", "H", "H", "H", "H", "C", "Si", "C", "C", "C", "Si", "C", "C", "C", "H", "H", "H", "H", "H", "H", "H", "H", "H", "H", "H", "H", "H", "H", "H", "H", "H", "H", "H"], "xyz": [[1.76396, -1.86793, 1.98556], [1.21209, -1.80036, -3.88136], [1.40702, -0.57600, -3.34780], [0.38164, 0.19606, -2.53899], [-0.37358, -0.67703, -1.54222], [-1.56501, -1.47784, -2.07668], [-2.05539, -1.40545, -3.33472], [-1.23035, -1.31945, -4.58850], [0.05980, -2.22460, -4.72272], [0.21812, -3.54786, 1.99758], [2.01549, -2.54693, -3.86742], [2.36453, -0.12171, -3.46857], [-0.30806, 0.66584, -3.24724], [0.92683, 1.00848, -2.03846], [0.31684, -1.39494, -1.07354], [-0.71668, -0.05874, -0.70684], [-1.95165, -2.17600, -1.31718], [-3.13687, -1.36919, -3.47476], [-0.87776, -0.30179, -4.82866], [-1.88385, -1.56633, -5.44015], [-0.14616, -3.30279, -4.63963], [0.41355, -2.08204, -5.75873], [0.73733, -4.44200, 1.61771], [-0.63136, -3.28016, 1.34754], [-0.09558, -3.73688, 3.03490], [-3.33917, 1.80358, 1.16525], [-0.50076, 3.83067, 0.63612], [-4.57250, 1.26170, 0.00041], [-4.56122, 2.10661, 2.49278], [-0.81374, 4.16468, -1.13270], [0.42216, 5.35217, 0.97849], [-3.32188, 3.57646, 0.55874], [-2.19188, 4.41191, 1.15432], [-4.89170, -0.09424, -0.17900], [-6.12405, -0.18627, -0.81226], [-6.60711, 1.15121, -1.01493], [-5.62633, 2.00904, -0.54346], [-4.29975, 1.86246, 3.84613], [-5.32067, 2.42318, 4.60997], [-6.24510, 3.04846, 3.70597], [-5.74863, 2.84770, 2.41836], [-0.81063, 3.07304, -2.00785], [-1.25489, 3.46326, -3.26578], [-1.62442, 4.83805, -3.15676], [-1.40470, 5.21053, -1.83483], [0.39116, 6.61172, 0.37153], [1.01155, 7.54935, 1.19345], [1.46101, 6.84445, 2.36168], [1.08251, 5.51618, 2.21266], [-4.27652, 4.06029, 0.79447], [-3.24856, 3.50528, -0.53256], [-2.33207, 5.45854, 0.88376], [-2.18382, 4.35355, 2.24989], [-4.18172, -0.82951, 0.15169], [-6.59376, -1.11783, -1.09649], [-7.55569, 1.41949, -1.46349], [-5.62661, 3.08092, -0.56299], [-3.40359, 1.31756, 4.11192], [-5.38388, 2.38082, 5.68614], [-7.14450, 3.57272, 3.97464], [-6.17340, 3.17953, 1.48313], [-0.54483, 2.11089, -1.59016], [-1.29100, 2.79934, -4.12644], [-2.00757, 5.43162, -3.97070], [-1.66140, 6.16014, -1.38759], [-0.00836, 6.75702, -0.61300], [1.10857, 8.60806, 1.01245], [1.97993, 7.27024, 3.21259], [1.23606, 4.65181, 2.84988], [6.31111, -2.53312, 1.64735], [5.10073, -3.59042, 2.61392], [5.86665, -5.32899, 2.78503], [4.97150, -2.99767, 4.39485], [3.48931, -3.70360, 1.67899], [3.56722, -4.44341, -0.05852], [2.70627, -6.09060, -0.32063], [2.72411, -3.28524, -1.28572], [5.22359, -4.91908, -0.84511], [6.95080, -1.94395, 2.31131], [5.79525, -1.82981, 0.99167], [6.95598, -3.14718, 1.01227], [6.55733, -5.32005, 3.64343], [5.10495, -6.09701, 2.98170], [6.42578, -5.64527, 1.89395], [5.09226, -1.91558, 4.51117], [3.99561, -3.27137, 4.81704], [5.74682, -3.47785, 5.01147], [2.79829, -4.35413, 2.24557], [1.65082, -5.96014, -0.57102], [3.18655, -6.59483, -1.16899], [2.80134, -6.74510, 0.54767], [2.80709, -2.24105, -0.94666], [3.20850, -3.34861, -2.27792], [1.65718, -3.54364, -1.41268], [5.80898, -4.05202, -1.17725], [5.84027, -5.54852, -0.19147], [4.99430, -5.51245, -1.74597]], "atomic_forces_ev_per_a": [[0.10, -0.87, -0.33], [0.44, 0.21, -0.15], [-0.63, -1.05, 0.24], [0.28, 0.25, -1.30], [0.49, -1.13, -0.38], [0.62, 0.46, 0.18], [0.32, 0.05, 0.62], [0.69, 0.48, -1.23], [-1.62, 0.04, 0.79], [0.18, 0.35, -0.10], [0.34, 0.79, -0.93], [1.03, -0.16, 0.99], [-0.22, 0.27, 0.52], [-0.18, -0.38, -0.07], [0.30, 0.10, 0.00], [-0.44, 0.08, -0.06], [-0.96, 0.98, -0.09], [0.09, -1.35, -0.10], [-0.20, -0.20, 0.08], [0.11, -0.01, 0.36], [-0.22, 0.29, 0.12], [-0.09, -0.03, 0.29], [-0.33, 0.31, 0.01], [0.23, -0.25, 0.40], [-0.11, 0.08, -0.35], [-2.39, 1.67, 1.30], [-0.01, 3.33, -2.06], [-0.68, -0.70, -0.64], [0.77, -0.09, -0.30], [-0.50, -1.12, 0.22], [-0.04, -0.59, 0.56], [0.17, -0.51, -0.22], [0.35, -0.36, 0.45], [0.89, 2.42, 0.35], [-1.58, 1.61, -0.74], [-0.06, -3.06, -0.21], [1.30, -0.77, 0.91], [-0.89, 0.48, -0.12], [0.65, -0.28, -1.02], [1.31, -0.81, -0.72], [0.00, -0.09, 1.07], [-0.01, 0.47, -0.04], [0.33, -0.47, 1.18], [0.27, -0.67, 1.02], [-0.16, 0.27, -0.72], [0.34, 0.63, 0.71], [-0.45, -1.64, -0.03], [-0.63, -0.87, -0.42], [0.04, 0.60, -0.36], [0.19, -0.23, 0.07], [0.26, 0.22, -0.04], [0.14, -0.01, 0.00], [-0.23, 0.10, -0.02], [-0.04, -0.29, 0.04], [-0.09, 0.19, 0.01], [0.24, 0.05, 0.01], [0.17, 0.16, -0.04], [-0.19, 0.07, 0.14], [-0.03, 0.03, -0.08], [-0.08, 0.01, -0.08], [0.09, 0.03, 0.17], [0.09, 0.35, -0.34], [-0.09, 0.36, 0.17], [-0.02, 0.22, 0.22], [0.22, -0.19, 0.02], [0.04, -0.04, 0.05], [0.08, -0.11, -0.18], [-0.08, -0.17, -0.19], [0.01, 0.25, -0.05], [-0.11, 0.07, -0.07], [1.86, 0.35, 0.65], [-0.50, -0.42, -0.32], [-0.47, 0.16, 0.01], [0.15, -1.36, 0.37], [0.09, -0.70, -2.23], [-0.44, -0.03, 0.65], [-0.11, 0.31, 0.18], [0.51, 0.66, 0.37], [-0.05, -0.12, -0.04], [0.01, 0.11, -0.04], [-0.06, 0.05, 0.08], [-0.26, 0.16, -0.28], [0.22, 0.10, 0.04], [-0.18, 0.18, 0.25], [-0.05, -0.09, -0.08], [0.16, 0.00, 0.15], [-0.26, 0.12, -0.27], [-0.12, 0.38, 0.01], [-0.03, -0.15, 0.18], [-0.10, 0.22, 0.25], [-0.15, -0.18, -0.07], [-0.09, -0.01, -0.34], [-0.18, 0.01, 0.54], [0.38, 0.19, 0.06], [0.06, -0.21, 0.19], [-0.06, 0.17, -0.21], [-0.11, 0.29, 0.38]]}